(i)
Molecular formula: C2H9N2O
Method: DFT, ωB97M-V/def2-TZVPD

CARTESIAN COORDINATES (ANGSTROEM)
N 1.527 -0.217 1.086
C 0.488 -0.895 0.312
N -0.811 -0.334 0.357
C -1.342 0.672 -0.812
O -0.339 1.142 -1.714
H 2.285 -0.734 1.516
H 1.861 0.605 0.506
H 1.022 0.184 1.986
H 0.983 -0.966 -0.734
H 0.377 -1.817 0.746
H -1.457 -1.097 0.229
H -1.613 1.542 -0.221
H -2.212 0.069 -1.056
H -0.766 1.846 -2.200

Computed properties:
Frontier orbital gap, Eh: 0.3850
LUMO level, eV: -3.674
Charge: +1

(ii)
Molecular formula: C2H9N2O
Method: DFT, ωB97M-V/def2-TZVPD

CARTESIAN COORDINATES (ANGSTROEM)
C -0.994 0.288 -0.247
C -0.097 -0.696 0.376
N 0.778 -1.283 -0.413
N -0.462 0.608 -1.504
O 0.810 0.696 1.655
H -1.936 -0.117 -0.518
H -1.222 1.227 0.250
H -0.223 -1.209 1.317
H 1.388 -2.080 -0.281
H 0.993 -0.833 -1.315
H 1.592 0.175 1.903
H -0.053 1.536 -1.598
H -1.181 0.602 -2.182
H 0.607 1.088 2.558

Computed properties:
Frontier orbital gap, Eh: 0.3886
LUMO level, eV: -3.875
Charge: +1

It is (ii) that is most stable; the runner-up trails by 0.846 eV.

(i)
Molecular formula: C38H53BrMgNPS3Si
Method: DFT, ωB97M-V/def2-TZVPD

CARTESIAN COORDINATES (ANGSTROEM)
Mg 10.949 11.703 13.197
C 13.865 13.050 16.545
C 12.821 12.860 15.528
S 13.244 12.036 14.098
C 11.583 13.500 15.774
C 11.529 14.452 16.898
S 10.157 13.301 14.834
H 14.748 12.474 16.247
H 13.516 12.655 17.499
H 14.141 14.104 16.680
H 11.565 13.995 17.889
H 10.625 15.030 16.758
H 12.414 15.082 16.785
C 9.863 10.633 17.464
C 9.049 9.481 16.953
C 7.869 9.234 17.663
C 6.969 8.265 17.299
C 7.309 7.454 16.173
C 8.499 7.661 15.465
C 9.380 8.697 15.854
P 10.964 9.085 15.026
C 12.377 8.251 15.867
C 13.575 8.548 15.192
C 14.788 8.278 15.777
C 14.867 7.680 17.029
C 13.701 7.357 17.710
C 12.451 7.530 17.096
C 11.233 6.975 17.827
C 10.868 7.995 13.605
C 11.083 6.620 13.642
C 11.025 5.882 12.452
C 10.782 6.542 11.227
C 10.487 7.890 11.207
C 10.403 8.629 12.431
C 9.747 9.904 12.539
H 9.558 10.887 18.482
H 9.803 11.491 16.794
H 10.944 10.372 17.485
H 7.665 9.888 18.524
H 6.046 8.109 17.886
H 6.664 6.651 15.803
H 8.721 7.040 14.607
H 13.524 9.054 14.231
H 15.719 8.399 15.242
H 15.831 7.478 17.480
H 13.738 6.965 18.715
H 10.735 7.713 18.443
H 11.541 6.152 18.488
H 10.512 6.582 17.102
H 11.313 6.108 14.581
H 11.141 4.785 12.515
H 10.767 5.975 10.287
H 10.255 8.354 10.250
H 8.981 9.972 13.357
H 9.477 10.449 11.620
C 14.930 7.978 7.703
C 15.887 8.436 8.809
C 17.336 8.332 8.348
C 15.777 7.397 9.957
Si 15.482 10.165 9.450
Br 13.717 9.755 10.915
C 14.677 11.337 8.185
C 15.568 11.480 6.918
C 14.492 12.761 8.775
C 13.279 10.859 7.758
C 16.799 11.011 10.571
C 17.209 9.975 11.660
C 18.087 11.482 9.791
C 16.206 12.190 11.412
H 15.177 6.958 7.467
H 15.017 8.539 6.774
H 13.866 7.962 7.974
H 17.430 7.374 7.852
H 18.039 8.354 9.192
H 17.609 9.110 7.623
H 16.136 6.418 9.554
H 14.740 7.243 10.277
H 16.374 7.626 10.851
H 16.567 11.836 7.160
H 15.129 12.188 6.219
H 15.686 10.555 6.336
H 15.459 13.291 8.835
H 14.033 12.788 9.754
H 13.810 13.298 8.085
H 13.250 9.857 7.338
H 12.897 11.554 6.978
H 12.590 10.983 8.618
H 17.671 9.054 11.226
H 16.389 9.700 12.294
H 17.954 10.498 12.273
H 18.600 10.687 9.250
H 18.764 11.918 10.522
H 17.886 12.300 9.053
H 15.237 11.930 11.866
H 16.036 13.074 10.768
H 16.864 12.500 12.231
S 10.956 13.819 8.889
C 10.894 13.183 10.404
N 10.925 12.671 11.498

Computed properties:
Frontier orbital gap, Eh: 0.1493
LUMO level, eV: 3.830
Charge: -2

(ii)
Molecular formula: C38H53BrMgNPS3Si
Method: DFT, ωB97M-V/def2-TZVPD

CARTESIAN COORDINATES (ANGSTROEM)
Mg 0.791 1.421 1.823
C 2.480 -1.932 4.335
C 2.103 -0.679 3.553
S 1.066 -0.896 2.219
C 2.754 0.514 3.987
C 3.525 0.471 5.331
S 2.789 1.951 3.101
H 2.400 -2.865 3.833
H 1.836 -1.921 5.266
H 3.547 -1.779 4.658
H 4.499 -0.019 5.240
H 2.892 -0.035 6.084
H 3.699 1.497 5.675
C -1.664 0.664 4.440
C -2.538 1.895 4.413
C -3.750 1.695 5.091
C -4.695 2.664 5.185
C -4.488 3.888 4.549
C -3.336 4.099 3.815
C -2.365 3.097 3.730
P -0.866 3.425 2.710
C -0.213 5.031 3.291
C -0.552 5.633 4.513
C 0.037 6.755 4.981
C 1.016 7.410 4.159
C 1.310 6.850 2.936
C 0.726 5.698 2.440
C 1.128 5.348 1.055
C -1.604 3.772 1.131
C -1.835 5.065 0.725
C -2.287 5.266 -0.595
C -2.457 4.230 -1.498
C -2.257 2.920 -1.081
C -1.802 2.663 0.249
C -1.348 1.374 0.771
H -1.581 0.216 5.461
H -0.659 0.748 4.004
H -2.109 -0.169 3.815
H -3.996 0.649 5.313
H -5.708 2.439 5.591
H -5.357 4.597 4.579
H -3.190 5.039 3.291
H -1.329 5.170 5.134
H -0.113 7.171 6.018
H 1.512 8.245 4.525
H 2.165 7.182 2.365
H 2.105 5.811 0.871
H 0.423 5.668 0.264
H 1.192 4.255 0.869
H -1.739 5.917 1.391
H -2.337 6.355 -0.940
H -2.782 4.409 -2.558
H -2.357 2.049 -1.746
H -1.034 0.606 0.047
H -1.967 1.024 1.638
C -0.254 -2.731 -6.199
C -0.685 -3.883 -5.234
C -0.508 -5.190 -5.978
C -2.140 -3.630 -4.855
Si 0.456 -3.811 -3.609
Br -0.294 -1.990 -2.373
C 2.271 -3.205 -3.912
C 2.995 -4.279 -4.725
C 2.991 -2.964 -2.582
C 2.376 -1.843 -4.600
C 0.171 -5.243 -2.324
C -1.329 -5.468 -2.231
C 0.787 -6.526 -2.899
C 0.791 -4.872 -0.978
H -1.080 -2.537 -6.897
H 0.617 -3.038 -6.773
H -0.016 -1.817 -5.633
H -1.410 -5.356 -6.646
H -0.521 -6.083 -5.309
H 0.390 -5.299 -6.674
H -2.674 -3.350 -5.835
H -2.153 -2.785 -4.165
H -2.714 -4.514 -4.455
H 3.105 -5.191 -4.077
H 4.038 -3.993 -4.985
H 2.444 -4.574 -5.640
H 2.979 -3.908 -2.013
H 2.589 -2.168 -1.918
H 4.045 -2.688 -2.770
H 2.182 -2.048 -5.646
H 3.362 -1.370 -4.470
H 1.687 -1.118 -4.173
H -1.804 -6.026 -3.037
H -1.895 -4.544 -2.072
H -1.512 -5.986 -1.297
H 0.306 -6.803 -3.853
H 0.557 -7.342 -2.238
H 1.866 -6.462 -3.046
H 0.579 -3.851 -0.655
H 1.847 -4.977 -0.970
H 0.342 -5.464 -0.153
S 0.753 2.277 -2.782
C 1.270 2.066 -1.273
N 1.509 2.032 -0.086

Computed properties:
Frontier orbital gap, Eh: 0.1371
LUMO level, eV: 3.573
Charge: -2

It is (i) that is most stable; the runner-up trails by 2.087 eV.

(i)
Molecular formula: C2H2N4O2
Method: DFT, ωB97M-V/def2-TZVPD

CARTESIAN COORDINATES (ANGSTROEM)
C -0.793 0.925 -0.006
C -1.014 -0.402 0.012
N 0.428 1.526 -0.120
N 1.229 -1.030 0.053
N 0.040 -1.411 -0.042
N 1.466 0.933 -0.067
O -0.297 -2.575 -0.085
O 2.594 1.308 0.018
H -1.700 1.453 0.151
H -1.954 -0.728 0.086

Computed properties:
Frontier orbital gap (alpha / beta), Eh: 0.3366 / 0.3366
LUMO level (alpha / beta), eV: -1.102 / -1.102

(ii)
Molecular formula: C2H2N4O2
Method: DFT, ωB97M-V/def2-TZVPD

CARTESIAN COORDINATES (ANGSTROEM)
H 2.994 -0.861 0.261
N 2.673 0.069 0.327
C 1.364 0.018 -0.150
N 0.592 1.242 -0.162
N -0.651 1.273 -0.307
C -1.294 -0.004 -0.090
O -2.682 -0.286 0.259
N -0.589 -1.017 -0.357
O 0.796 -1.041 -0.238
H -3.201 0.607 0.458

Computed properties:
Frontier orbital gap, Eh: 0.2937
LUMO level, eV: -1.660

(iii)
Molecular formula: C2H2N4O2
Method: DFT, ωB97M-V/def2-TZVPD

CARTESIAN COORDINATES (ANGSTROEM)
H 2.144 -1.050 -0.809
N 2.764 0.013 -0.481
C 1.652 0.708 0.301
N 0.420 0.141 0.283
N 0.248 -1.242 0.337
N -0.983 -1.605 -0.065
O -1.746 -0.394 -0.158
C -0.883 0.620 0.046
O -1.467 1.670 -0.198
H 1.793 1.712 1.062

Computed properties:
Frontier orbital gap, Eh: 0.3318
LUMO level, eV: -1.422

(iv)
Molecular formula: C2H2N4O2
Method: DFT, ωB97M-V/def2-TZVPD

CARTESIAN COORDINATES (ANGSTROEM)
O -2.337 0.761 0.937
N -1.140 1.335 0.456
C -0.181 0.612 0.096
N 0.997 0.982 -0.494
N 1.878 0.148 -0.625
N 1.394 -1.269 -0.994
C 0.464 -1.561 -0.221
O -0.375 -0.735 0.493
H -1.935 -0.176 1.498
H 0.035 -2.710 -0.592

Computed properties:
Frontier orbital gap, Eh: 0.3173
LUMO level, eV: -1.256

It is (ii) that is most stable; the runner-up trails by 0.369 eV.